#i
# C16H26N2O3

One molecule with the formula C16H26N2O3 (ωB97M-V with the def2-TZVPD basis set, the Open Molecules 2025 dataset).

Computed properties:
HOMO energy	-9.211	eV
orbital gap	9.97	eV
structure (SMILES)	CC(C)COC[C@H](O)C[C@H](Cc1ccccc1)C(=O)NN

Atoms and positions in Å:
C (2.33, 6.67, 1.42)
H (1.64, 7.19, 2.08)
H (2.70, 7.38, 0.69)
H (3.17, 6.30, 2.00)
C (1.61, 5.52, 0.71)
C (0.46, 6.04, -0.15)
H (-0.06, 5.20, -0.60)
H (0.84, 6.68, -0.94)
H (-0.24, 6.60, 0.46)
C (1.09, 4.51, 1.74)
O (0.59, 3.38, 1.06)
C (0.06, 2.41, 1.93)
C (-0.48, 1.23, 1.10)
C (0.67, 0.62, 0.29)
H (1.52, 0.48, 0.95)
H (0.95, 1.36, -0.46)
C (0.37, -0.72, -0.40)
C (0.64, -1.88, 0.56)
O (0.58, -1.80, 1.77)
N (1.00, -3.03, -0.05)
H (1.06, -3.12, -1.05)
N (1.30, -4.20, 0.68)
H (0.46, -4.77, 0.75)
H (1.54, -3.89, 1.62)
H (1.06, -0.83, -1.25)
C (-1.08, -0.82, -0.93)
C (-1.31, -2.12, -1.63)
C (-1.97, -3.16, -0.99)
C (-2.15, -4.39, -1.61)
C (-1.66, -4.58, -2.90)
C (-1.01, -3.55, -3.55)
C (-0.84, -2.33, -2.92)
H (-0.33, -1.53, -3.44)
H (-0.64, -3.70, -4.55)
H (-1.80, -5.54, -3.38)
H (-2.66, -5.18, -1.10)
H (-2.35, -3.01, 0.02)
H (-1.24, 0.01, -1.62)
H (-1.76, -0.72, -0.09)
O (-1.14, 0.32, 1.93)
H (-0.51, -0.38, 2.19)
H (-1.24, 1.64, 0.42)
H (-0.76, 2.83, 2.53)
H (0.84, 2.04, 2.63)
H (1.90, 4.22, 2.43)
H (0.28, 4.97, 2.34)
H (2.32, 4.99, 0.07)

#ii
# C16H26N2O3

One molecule with the formula C16H26N2O3 (ωB97M-V with the def2-TZVPD basis set, the Open Molecules 2025 dataset).

Computed properties:
HOMO energy	-8.809	eV
orbital gap	7.59	eV
structure (SMILES)	CCCCCCCCCCn1cc(C(C)=O)c(=O)[nH]c1=O

Atoms and positions in Å:
C (-2.72, -0.98, -1.95)
C (-2.59, 0.03, -0.90)
C (-2.41, -0.55, 0.43)
C (-2.76, 0.24, 1.64)
C (-1.59, 0.88, 2.04)
C (-1.14, 2.06, 1.29)
C (0.11, 1.60, 0.70)
C (0.58, 2.74, -0.68)
C (2.03, 2.70, -1.04)
C (2.57, 1.35, -1.68)
N (2.45, 0.42, -0.80)
C (1.53, -0.68, -1.12)
C (1.54, -2.07, -0.34)
C (2.41, -1.92, 0.96)
O (2.41, -2.90, 1.63)
N (3.23, -0.98, 1.14)
C (3.47, -0.01, 0.27)
O (4.24, 0.94, 0.47)
H (4.06, -0.90, 1.72)
C (0.48, -2.85, -0.50)
O (-0.10, -2.82, -1.79)
C (0.10, -3.89, 0.52)
H (-0.10, -3.45, 1.37)
H (1.06, -4.51, 0.73)
H (-0.56, -4.47, -0.28)
H (1.06, -0.67, -1.89)
H (1.90, 1.02, -2.54)
H (3.60, 1.70, -2.04)
H (2.22, 3.47, -1.50)
H (2.73, 2.76, 0.02)
H (0.41, 3.84, -0.25)
H (-0.04, 2.54, -1.58)
H (1.03, 1.69, 1.29)
H (0.03, 0.61, 0.08)
H (-0.91, 2.99, 1.81)
H (-1.81, 2.59, 0.54)
H (-1.89, 1.53, 2.96)
H (-0.81, 0.38, 2.69)
H (-3.19, -0.31, 2.51)
H (-3.74, 1.09, 1.53)
H (-3.20, -1.54, 0.67)
H (-1.71, -1.01, 0.77)
H (-2.03, 0.70, -1.04)
H (-3.73, 0.46, -0.87)
H (-3.73, -1.59, -1.99)
H (-2.71, -0.54, -3.00)
H (-1.79, -1.69, -2.00)

The least stable of them is #ii.